(A)
{"formula": "C3H5N3O", "method": "the ωB97M-V functional and the def2-TZVPD basis", "smiles": "O=C1CN=CNN1", "spin_multiplicity": 1, "lumo_energy_ha": 0.0249, "e_homo_ev": -9.5443, "orbital_gap_ev": 10.2, "total_charge": 0, "elements": ["C", "C", "C", "H", "H", "H", "H", "H", "N", "N", "N", "O"], "coordinates": [[1.0619, -0.0623, 0.0325], [0.3080, 1.2365, 0.2115], [-1.6420, 0.1540, -0.0931], [0.6720, 2.0022, -0.5195], [0.4878, 1.4334, 1.2853], [-2.7863, 0.1287, -0.1346], [-1.6943, -1.6041, 0.4739], [0.7521, -1.7822, -0.4959], [-1.1273, 1.2222, -0.1183], [-1.1219, -1.1181, -0.1599], [0.2722, -1.2569, 0.2995], [2.2551, -0.0097, -0.2079]], "lowdin_charge": [-0.45, -0.12, -0.33, 0.13, 0.14, 0.14, 0.09, 0.15, 0.06, 0.02, 0.08, 0.08]}

=====

(B)
{"formula": "C3H5N3O", "method": "the ωB97M-V functional and the def2-TZVPD basis", "smiles": "Nc1nc(O)c[nH]1", "spin_multiplicity": 1, "lumo_energy_ha": 0.0303, "e_homo_ev": -7.6906, "orbital_gap_ev": 8.5, "total_charge": 0, "elements": ["N", "C", "N", "C", "O", "C", "N", "H", "H", "H", "H", "H"], "coordinates": [[1.1330, -1.9725, 0.1237], [0.4849, -0.7468, 0.0203], [0.8560, 0.2450, -0.7545], [-0.0322, 1.2469, -0.4775], [0.0422, 2.3946, -1.1927], [-0.9305, 0.8853, 0.4828], [-0.5889, -0.4355, 0.7870], [1.8414, -2.0585, -0.5939], [0.5131, -2.7718, 0.1034], [-0.7727, 2.8889, -1.0469], [-1.7442, 1.4073, 0.9586], [-1.0108, -1.0082, 1.4941]], "lowdin_charge": [0.12, -0.47, 0.17, -0.43, 0.06, -0.06, 0.08, 0.09, 0.09, 0.11, 0.10, 0.15]}

=====

Which structure wins on stability? (B) wins.

=====

(A)
{"formula": "C3H12N2OS", "method": "the ωB97M-V functional and the def2-TZVPD basis", "smiles": "NC[C@@H](N)CS.O", "spin_multiplicity": 1, "lumo_energy_ha": 0.0228, "e_homo_ev": -8.5887, "orbital_gap_ev": 9.2, "total_charge": 0, "elements": ["N", "C", "C", "S", "C", "N", "H", "H", "H", "H", "H", "H", "H", "H", "H", "H", "H", "H", "O"], "coordinates": [[1.2060, 0.1916, -1.6731], [0.6794, -0.0619, -0.3288], [0.8036, 1.1720, 0.6139], [0.4399, 2.8502, 0.0237], [-0.8018, -0.5215, -0.2742], [-1.2864, -1.1157, -1.5159], [0.4323, 0.0763, -2.3154], [0.8981, 2.5547, -1.2283], [1.9058, -0.4714, -1.9709], [1.1920, -0.9252, 0.1940], [1.8610, 1.1769, 0.9466], [0.3048, 0.8864, 1.5643], [-0.8747, -1.1781, 0.5662], [-1.4541, 0.3316, -0.0061], [-1.4524, -2.1052, -1.4504], [-2.0374, -0.6358, -1.9801], [0.0916, -1.0942, 3.2838], [-1.2402, -0.5969, 2.3959], [-0.6677, -0.5336, 3.1549]], "lowdin_charge": [0.02, -0.44, -0.58, 0.67, -0.26, 0.00, 0.05, -0.14, 0.07, 0.14, 0.06, 0.05, 0.08, 0.12, 0.07, 0.07, 0.04, 0.01, -0.05]}

=====

(B)
{"formula": "C3H12N2OS", "method": "the ωB97M-V functional and the def2-TZVPD basis", "smiles": "NCNCCS.O", "spin_multiplicity": 1, "lumo_energy_ha": 0.0206, "e_homo_ev": -9.0191, "orbital_gap_ev": 9.6, "total_charge": 0, "elements": ["C", "C", "S", "N", "C", "N", "H", "H", "H", "H", "H", "H", "H", "H", "H", "H", "H", "H", "O"], "coordinates": [[0.8309, 0.2453, -0.5866], [1.9451, -0.7821, -0.2991], [3.3883, -0.1469, 0.6337], [-0.2846, -0.4334, -1.2705], [-1.4147, 0.4053, -1.5474], [-1.9346, 1.1466, -0.3904], [0.5241, 0.7347, 0.3390], [1.0825, 1.0584, -1.1877], [2.1566, -1.0322, -1.3766], [1.5929, -1.6905, 0.1819], [3.0010, -0.6229, 1.8176], [-0.5550, -1.3965, -0.9321], [-1.0926, 1.1607, -2.2491], [-2.2085, -0.1983, -1.8808], [-1.3263, 1.9571, -0.1627], [-2.8655, 1.5241, -0.4308], [-1.5839, -0.7970, 2.6084], [-0.1920, -0.7704, 3.3742], [-1.0637, -0.3621, 3.3591]], "lowdin_charge": [-0.32, -0.56, 0.69, -0.09, -0.33, -0.01, 0.09, 0.09, 0.09, 0.06, -0.17, 0.13, 0.10, 0.10, 0.07, 0.05, 0.07, 0.02, -0.10]}

=====

Which structure wins on stability? (A) wins.

=====

(A)
{"formula": "C3H12N2OS", "method": "the ωB97M-V functional and the def2-TZVPD basis", "smiles": "NCNCCS.O", "spin_multiplicity": 1, "lumo_energy_ha": 0.0311, "e_homo_ev": -8.8207, "orbital_gap_ev": 9.7, "total_charge": 0, "elements": ["C", "C", "S", "N", "C", "N", "H", "H", "H", "H", "H", "H", "H", "H", "H", "H", "H", "H", "O"], "coordinates": [[-0.5103, -0.5434, -0.2873], [-1.9130, -0.6082, 0.3304], [-2.9063, -1.9955, -0.3087], [0.1643, 0.7622, -0.2313], [1.3277, 0.8793, -1.0897], [2.4014, -0.0554, -0.7818], [0.1364, -1.3504, 0.0537], [-0.6456, -0.7395, -1.3584], [-2.3946, 0.3391, 0.0520], [-1.8666, -0.6059, 1.4189], [-2.2192, -2.9207, 0.4183], [-0.4663, 1.4556, -0.6238], [1.0000, 0.7615, -2.1312], [1.7575, 1.8691, -0.9207], [2.2596, -1.0264, -1.0084], [3.3229, 0.2920, -1.0148], [0.2728, 1.4349, 1.8054], [-0.2062, 1.2033, 3.1295], [0.4856, 0.8484, 2.5480]], "lowdin_charge": [-0.31, -0.57, 0.69, -0.11, -0.32, 0.01, 0.11, 0.09, 0.07, 0.06, -0.13, 0.11, 0.10, 0.12, 0.06, 0.07, 0.01, 0.03, -0.09]}

=====

(B)
{"formula": "C3H12N2OS", "method": "the ωB97M-V functional and the def2-TZVPD basis", "smiles": "NCNCCS.O", "spin_multiplicity": 1, "lumo_energy_ha": 0.0292, "e_homo_ev": -8.9222, "orbital_gap_ev": 9.7, "total_charge": 0, "elements": ["C", "C", "S", "N", "C", "N", "H", "H", "H", "H", "H", "H", "H", "H", "H", "H", "H", "H", "O"], "coordinates": [[-0.0477, -0.8663, 0.2891], [-1.3999, -0.3439, 0.6956], [-2.7099, -0.6021, -0.5268], [0.9483, -0.4416, 1.2773], [2.3070, -0.5754, 0.7562], [2.7019, 0.5724, -0.0896], [0.2368, -0.5270, -0.7077], [-0.0544, -1.9578, 0.3070], [-1.7352, -0.8452, 1.6044], [-1.3693, 0.7324, 0.9190], [-2.1872, 0.1667, -1.4906], [0.7932, 0.5455, 1.4386], [2.3341, -1.4671, 0.1487], [2.9688, -0.7196, 1.6036], [3.4728, 0.2744, -0.6894], [3.1314, 1.2690, 0.5069], [1.1533, 1.4074, -1.1382], [0.3192, 2.1718, -2.2308], [0.5011, 2.1215, -1.2899]], "lowdin_charge": [-0.34, -0.58, 0.70, -0.07, -0.29, 0.01, 0.09, 0.12, 0.07, 0.07, -0.16, 0.10, 0.11, 0.10, 0.08, 0.08, -0.02, 0.03, -0.09]}

=====

Which structure wins on stability? (B) wins.